Entry 1:
25
Properties=species:S:1:pos:R:3:forces:R:3 method="wB97M-V/def2-TZVPD" homo_lumo_gap_ev=9.05 total_charge=0 fmax_ev_per_a=4.77 lumo_energy_ev=0.7 e_above_lowest_kj_mol=401.99 e_homo_ev=-8.3
C -1.299 2.118 -0.269 -1.2932 -0.3602 -0.8831
C 0.150 2.824 -2.145 -0.0552 1.0659 -4.6519
C 1.680 -0.866 0.313 2.0393 -2.4619 0.9280
C 0.074 -2.770 0.623 0.9438 -1.5955 -0.9171
C -0.148 -0.697 1.959 1.6070 2.9082 -0.3386
C -0.160 2.265 -0.897 0.6114 -0.6844 3.9926
C -0.691 -0.753 -0.414 0.1368 -0.9552 1.3692
C 0.262 -1.256 0.676 0.0544 -0.3644 -2.7122
N -2.427 1.949 0.149 0.0036 0.2922 0.8730
O -1.830 -0.512 -0.105 -0.3449 -0.6396 -1.0664
H -0.649 2.480 -2.890 1.2301 0.8931 0.5054
H 1.131 2.415 -2.463 -0.6080 0.1619 -0.1947
H 0.294 3.949 -2.195 -0.4865 -1.1701 0.1849
H 1.791 0.118 0.038 -0.1869 2.3128 -1.3275
H 2.177 -1.558 -0.391 -0.6035 0.4929 -0.3006
H 2.454 -0.873 1.118 -1.0081 -0.5022 0.3043
H 0.783 -3.248 1.439 -2.0099 0.6714 -1.3448
H -1.051 -2.940 0.629 1.5397 -0.4881 0.7321
H 0.460 -3.224 -0.383 -0.6956 0.8795 1.6307
H 0.681 0.037 2.073 -1.0862 -0.0927 1.3410
H -1.109 -0.260 2.055 -0.8207 0.6697 -0.5167
H -0.160 -1.448 2.631 0.5952 -2.2050 2.8334
H 0.731 2.108 -0.307 -0.0568 -0.0631 0.7243
H -0.314 -0.846 -1.428 -0.1178 0.3302 -0.7339
H -2.831 0.990 0.182 0.6119 0.9044 -0.4313

Entry 2:
27
Properties=species:S:1:pos:R:3:forces:R:3 method="wB97M-V/def2-TZVPD" homo_lumo_gap_ev=9.78 total_charge=0 fmax_ev_per_a=3.78 lumo_energy_ev=0.7 e_above_lowest_kj_mol=222.53 e_homo_ev=-9.0
C -0.780 3.229 -0.864 -0.8119 -1.2922 0.8665
C -0.926 2.201 -0.008 2.1757 0.4994 -1.0098
C 1.978 -1.213 0.059 -0.4381 0.4069 -2.9482
C 0.478 -1.357 -0.302 0.0628 -2.1374 -1.8532
C 2.595 0.083 -0.593 -2.8827 -1.0709 2.2002
C -0.496 -0.297 0.155 -0.8141 -1.7793 0.9793
C -1.791 -0.262 -0.767 2.4423 -0.5554 1.7379
C -0.778 -0.533 1.698 1.1043 -0.2145 0.1931
N -0.001 1.037 0.023 1.3632 2.4871 -1.2912
O 1.960 2.677 -0.092 -0.4075 -0.6196 -0.7621
O 1.837 1.134 1.722 0.4003 -0.9715 1.3657
S 1.613 1.342 0.335 0.9860 2.1591 -0.6145
H -1.505 4.040 -0.904 0.2981 -0.1159 0.3548
H 0.011 3.218 -1.579 0.3266 0.0322 -0.4064
H -1.615 2.230 0.799 -0.7064 -0.0820 0.4850
H 2.081 -1.021 1.044 0.3126 0.0486 3.4849
H 2.570 -2.081 -0.179 0.0068 -0.4222 -0.3139
H 0.406 -1.506 -1.399 0.3189 0.8150 0.0395
H 0.012 -2.376 -0.081 0.8674 1.2321 0.7195
H 3.648 0.175 -0.483 0.7108 0.4858 0.6271
H 2.331 0.150 -1.593 -0.4999 0.3096 -2.0022
H -2.367 -1.129 -0.513 -0.7709 -0.2111 -0.0325
H -1.397 -0.325 -1.790 -0.6167 0.5132 0.1629
H -2.146 0.701 -0.403 -1.3073 -0.6297 -1.1086
H -0.793 -1.533 2.256 -0.3317 1.1234 -1.5572
H -1.630 0.051 1.825 -2.2142 0.3590 0.8318
H -0.071 0.084 2.255 0.4257 -0.3698 -0.1481